This record from the OMol25 dataset describes H2OTl as an isolated structure in a non-equilibrium geometry. The level of theory is wB97M-V/def2-TZVPD.

HOMO-LUMO gap (alpha / beta): 8.23 / 7.90 eV
multiplicity: 2
relative energy (zero: lowest compared OMol25 entry of this formula, charge and spin): 0.155 eV
HOMO level (alpha / beta): -41.87 / -41.55 eV
energy: -245.96157 hartree
total charge: +4
expectation value of S²: 0.76

```
4
Properties=species:S:1:pos:R:3:mulliken_spin:R:1
Tl 1.06058 0.60139 2.16781 -0.036
O -0.29111 -0.21270 -0.33723 1.059
H -0.83956 0.40358 -0.82264 -0.012
H 0.07009 -0.79228 -1.00794 -0.012
```



This record from the OMol25 dataset describes a 6-piece molecular cluster, CH14O5S2 overall in a non-equilibrium geometry. The level of theory is wB97M-V/def2-TZVPD.

HOMO-LUMO gap: 9.02 eV
SMILES: CSS.O.O.O.O.O
relative energy (zero: lowest compared OMol25 entry of this formula, charge and spin): 0.718 eV
HOMO level: -8.48 eV
energy: -1219.05826 hartree

```
22
Properties=species:S:1:pos:R:3:lowdin_charge:R:1
C 0.52302 0.90509 -2.13342 -0.442
S -0.40934 1.95717 -3.31271 0.360
S -1.75411 3.20027 -2.34174 0.300
H 0.05038 1.01114 -1.16451 0.003
H 0.38481 -0.11025 -2.48634 0.028
H 1.54349 1.18427 -2.18302 0.013
H -1.31952 4.38950 -2.79487 -0.196
O -0.64924 -4.26054 0.80837 -0.049
H -0.06071 -4.80154 1.33770 0.054
H -1.10170 -3.62812 1.38777 0.024
O -0.02622 3.63768 0.78093 -0.075
H 0.62411 4.32641 0.94039 0.028
H -0.25906 3.74380 -0.15280 -0.037
O 1.14739 -2.17603 0.23520 -0.057
H 0.54890 -2.89270 0.51355 0.003
H 2.01001 -2.60355 0.21841 0.061
O -1.02398 -1.76144 2.31843 -0.072
H -1.74361 -1.75616 2.95525 0.044
H -0.86816 -0.79204 2.19095 0.047
O 0.44398 0.32764 0.97062 -0.089
H 0.67403 -0.51900 0.52811 -0.003
H 1.26554 0.61841 1.38373 0.054
```



This record from the OMol25 dataset describes a 5-piece molecular cluster, C42H57BrFIN4O12P overall in a non-equilibrium geometry. The level of theory is wB97M-V/def2-TZVPD.

HOMO-LUMO gap: 5.51 eV
HOMO level: -4.75 eV
energy: -6068.93044 hartree
total charge: -1

```
119
Properties=species:S:1:pos:R:3:lowdin_charge:R:1
C -4.48503 0.62922 -0.63976 -0.152
C -4.03899 -0.71354 -1.32469 -0.290
C -2.65990 -1.24879 -0.82504 -0.274
P -1.37256 -2.00753 -2.04027 0.662
C -0.16412 -2.77050 -3.37449 -0.314
C 1.23696 -2.17326 -3.57973 -0.275
C 1.90666 -2.73448 -4.89377 -0.104
C 0.07472 -1.37688 -0.91889 -0.251
O 0.95893 -0.30319 -1.32381 -0.179
C 2.11095 -0.33205 -0.57121 -0.285
O 2.62624 0.98957 -0.52896 -0.094
C 3.60620 1.04608 0.49807 -0.205
C 4.83245 1.85040 0.06579 -0.216
O 5.73631 1.99891 1.16280 -0.085
C -1.45238 -0.42550 -3.16247 -0.275
C -0.90166 0.93980 -2.79405 -0.799
O -0.03002 1.39996 -3.39495 0.015
Br -1.57573 2.18089 -1.42340 0.812
C -1.10263 -3.64879 -1.00106 -0.233
C -1.20522 -3.68954 0.52590 -0.382
C -2.39551 -4.56038 1.02711 -0.047
F -0.06575 -4.31909 1.12833 -0.091
C -2.73691 -3.04034 -3.02649 -0.723
I -3.59773 -2.28513 -4.89087 0.808
C -3.96337 -3.59812 -2.23244 -0.384
C -4.22967 -5.08663 -2.64762 -0.123
H -4.39375 1.41102 -1.39946 0.025
H -3.90507 0.84831 0.25679 0.051
H -5.56039 0.58752 -0.42543 0.062
H -4.82591 -1.39699 -0.96963 0.079
H -4.22788 -0.66329 -2.40066 0.051
H -2.94035 -1.88241 0.02785 0.065
H -2.21257 -0.35868 -0.36306 0.028
H -0.01569 -3.86068 -3.25662 0.081
H -0.61276 -2.76541 -4.38354 0.040
H 1.94358 -2.30116 -2.75328 0.087
H 1.16608 -1.09264 -3.75262 0.087
H 2.40602 -1.91089 -5.41433 0.058
H 2.69190 -3.43499 -4.58389 0.056
H 1.15583 -3.22145 -5.51881 0.058
H -0.25620 -1.09019 0.10014 0.092
H 0.79061 -2.18746 -0.68076 0.086
H 2.83974 -1.07479 -0.95096 0.143
H 1.86259 -0.62392 0.47224 0.134
H 3.19813 1.41838 1.44999 0.137
H 3.97789 0.02232 0.67953 0.120
H 5.36707 1.29646 -0.71496 0.103
H 4.55682 2.85144 -0.27187 0.101
H 5.74997 1.18638 1.68518 0.070
H -2.47481 -0.08960 -3.42190 0.031
H -1.02734 -0.62214 -4.14695 0.064
H -0.09796 -4.07663 -1.14534 0.085
H -1.67604 -4.51755 -1.36683 0.067
H -1.30916 -2.74950 1.07068 0.113
H -2.16765 -5.05242 1.97625 0.069
H -3.22488 -3.84037 1.20289 0.050
H -2.74727 -5.26207 0.26580 0.063
H -2.25508 -3.93854 -3.41559 0.007
H -3.83988 -3.61567 -1.14781 0.075
H -4.86453 -3.06765 -2.54050 0.045
H -5.26884 -5.36681 -2.45463 0.064
H -3.58303 -5.72018 -2.02096 0.053
H -3.91305 -5.26171 -3.68005 0.051
C 11.84505 0.90668 -0.34324 -0.077
C 11.17335 0.94124 -1.55770 -0.068
C 9.84374 0.55668 -1.62648 0.000
C 9.20092 0.14488 -0.47265 -0.139
C 9.85980 0.09890 0.74292 -0.001
C 11.19007 0.48211 0.80483 -0.068
N 7.78368 -0.24036 -0.53844 -0.334
O 7.23974 -0.20573 -1.62564 0.085
O 7.23824 -0.56679 0.50043 0.070
H 12.88252 1.21296 -0.29107 0.105
H 11.68580 1.27132 -2.45161 0.107
H 9.32367 0.58499 -2.57337 0.121
H 9.35206 -0.22782 1.63903 0.120
H 11.71604 0.45350 1.74991 0.106
C 0.77618 4.53590 -1.42426 -0.092
C 2.03963 4.28814 -0.90351 -0.040
C 2.62833 5.20812 -0.04829 0.000
C 1.93897 6.36623 0.27872 -0.157
C 0.68128 6.62651 -0.23998 -0.013
C 0.10042 5.70483 -1.09598 -0.062
N 2.54778 7.33096 1.20241 -0.355
O 3.66286 7.08663 1.62854 0.064
O 1.90250 8.32486 1.49598 0.053
H 0.31441 3.81604 -2.08665 0.035
H 2.56024 3.37526 -1.16225 0.093
H 3.61173 5.01384 0.35680 0.110
H 0.15036 7.53289 0.01492 0.112
H -0.88411 5.89390 -1.50623 0.101
C -4.70733 -5.54370 6.60073 -0.079
C -4.54489 -6.01333 5.30452 -0.065
C -4.78232 -5.17401 4.22731 0.000
C -5.17677 -3.86919 4.46414 -0.141
C -5.34914 -3.38952 5.75037 -0.006
C -5.11296 -4.23444 6.82328 -0.072
N -5.40469 -2.97117 3.32182 -0.338
O -5.26079 -3.43801 2.20869 0.069
O -5.71737 -1.81834 3.56146 0.079
H -4.51580 -6.19991 7.44081 0.104
H -4.22956 -7.03401 5.13293 0.108
H -4.65421 -5.54228 3.21894 0.118
H -5.66145 -2.37010 5.92675 0.118
H -5.24137 -3.87108 7.83443 0.105
C -3.28030 6.27888 4.06302 -0.079
C -3.07539 7.15880 3.00881 -0.070
C -3.25327 6.73003 1.70297 -0.007
C -3.63941 5.42193 1.46958 -0.141
C -3.84007 4.53238 2.50979 0.003
C -3.65815 4.96639 3.81352 -0.068
N -3.85105 4.96784 0.08685 -0.338
O -3.64386 5.77007 -0.80974 0.060
O -4.21666 3.82211 -0.07649 0.052
H -3.14539 6.61750 5.08290 0.104
H -2.77881 8.18075 3.20512 0.106
H -3.09232 7.41712 0.88451 0.117
H -4.13633 3.51029 2.31863 0.122
H -3.81399 4.28120 4.63628 0.107
```